{
  "formula": "C49H34N9O6RbS",
  "method": "ωB97M-V with the def2-TZVPD basis set",
  "elements": ["Rb", "C", "C", "C", "C", "N", "C", "C", "C", "C", "C", "C", "N", "C", "C", "C", "C", "C", "N", "H", "H", "H", "H", "H", "H", "H", "H", "H", "H", "H", "S", "N", "C", "C", "C", "C", "C", "N", "C", "C", "N", "C", "C", "C", "C", "C", "N", "H", "H", "H", "H", "H", "H", "C", "O", "C", "O", "H", "H", "H", "O", "C", "O", "C", "C", "C", "C", "C", "C", "N", "O", "O", "H", "H", "H", "H", "N", "C", "C", "C", "C", "C", "C", "C", "C", "C", "C", "C", "C", "C", "H", "H", "H", "H", "H", "H", "H", "H", "H", "H"],
  "xyz": [[-0.54623, 0.46642, 0.91054], [0.19072, -1.50088, -3.74687], [0.80199, -2.74400, -3.78410], [1.57327, -3.14662, -2.70731], [1.71778, -2.29082, -1.61448], [1.09733, -1.11164, -1.56838], [0.36319, -0.72915, -2.60549], [2.57284, -2.65430, -0.45847], [3.65211, -3.52912, -0.61565], [4.38640, -3.87134, 0.50334], [4.06094, -3.31813, 1.72819], [3.01463, -2.39344, 1.78620], [2.28849, -2.09855, 0.71281], [2.68605, -1.65552, 3.03697], [3.52281, -1.66830, 4.15096], [3.20794, -0.87189, 5.24112], [2.07014, -0.08728, 5.19710], [1.27875, -0.16302, 4.05834], [1.57343, -0.92227, 3.01559], [-0.41099, -1.13963, -4.56974], [0.67051, -3.39524, -4.63919], [2.03241, -4.12619, -2.70588], [-0.11022, 0.24641, -2.52233], [3.92646, -3.90363, -1.59162], [5.21942, -4.55869, 0.42237], [4.61933, -3.59476, 2.61008], [4.42608, -2.26169, 4.17300], [3.85921, -0.85170, 6.10600], [1.81171, 0.58768, 6.00006], [0.38357, 0.44070, 3.97222], [-7.58805, -4.72071, 3.01993], [-6.61140, -3.75192, 3.94547], [-5.68905, -3.25278, 3.11746], [-4.63469, -2.35888, 3.48824], [-4.46373, -1.91156, 4.80696], [-3.44203, -1.04420, 5.09869], [-2.59815, -0.63218, 4.05384], [-2.72201, -1.04227, 2.81251], [-3.71691, -1.89882, 2.50052], [-3.83844, -2.34919, 1.13611], [-2.93502, -1.92404, 0.22741], [-3.04140, -2.32992, -1.01616], [-4.05132, -3.19395, -1.47180], [-4.97665, -3.64743, -0.56632], [-4.89248, -3.23577, 0.77198], [-5.82065, -3.68370, 1.76603], [-6.84487, -4.51425, 1.55219], [-5.15167, -2.26611, 5.56407], [-3.28267, -0.67687, 6.10456], [-1.79376, 0.07066, 4.25098], [-2.28566, -1.96181, -1.70700], [-4.08894, -3.48915, -2.51288], [-5.77751, -4.31968, -0.84727], [-3.88030, 3.36391, 0.84060], [-3.08369, 2.50947, 0.03287], [-2.61034, 3.05977, -1.15035], [-3.21081, 3.97281, -1.71377], [-4.72421, 2.79125, 1.22558], [-4.24125, 4.20496, 0.25138], [-3.27606, 3.72956, 1.67566], [1.80705, 3.11474, 4.00324], [1.67339, 2.66224, 2.85291], [0.61703, 2.37340, 2.24285], [2.99305, 2.37176, 2.11065], [4.13129, 3.11355, 2.42156], [5.34771, 2.82681, 1.83731], [5.44022, 1.75559, 0.94957], [4.31274, 1.00994, 0.61944], [3.09623, 1.33344, 1.18674], [6.71650, 1.40907, 0.38539], [7.67712, 2.12642, 0.61811], [6.80099, 0.41284, -0.31140], [4.03744, 3.91068, 3.14666], [6.23599, 3.39801, 2.06436], [4.40267, 0.19500, -0.08530], [2.21916, 0.76435, 0.91757], [-1.46123, 2.47753, -1.49606], [-0.90547, 2.56350, -2.72225], [-1.74059, 2.39684, -3.91708], [-2.83112, 1.51440, -3.86875], [-3.63887, 1.30960, -4.97329], [-3.39541, 1.99294, -6.15947], [-2.33862, 2.89375, -6.21448], [-1.52270, 3.09355, -5.11293], [0.53723, 2.64188, -2.80178], [1.28537, 2.92575, -1.63571], [2.66510, 2.98611, -1.66643], [3.36032, 2.76351, -2.85322], [2.64316, 2.45301, -4.00446], [1.26238, 2.38036, -3.98502], [-3.03335, 0.99268, -2.94024], [-4.46328, 0.60898, -4.90310], [-4.03035, 1.83936, -7.02412], [-2.15287, 3.45735, -7.12233], [-0.72460, 3.82385, -5.15963], [0.75045, 3.09768, -0.71072], [3.20922, 3.20294, -0.75370], [4.44245, 2.81533, -2.87826], [3.17741, 2.24731, -4.92648], [0.73042, 2.09338, -4.88305]],
  "e_tot_ev": -88553.426,
  "lumo_ev": [3.260, 3.260],
  "homo_energy_ev": [-0.266, -1.071],
  "total_charge": -2,
  "homo_lumo_gap_ev": [3.5268, 4.3310],
  "de_lowest_ev": 0.008
}

{
  "formula": "C2HNO4",
  "method": "ωB97M-V with the def2-TZVPD basis set",
  "elements": ["C", "C", "N", "O", "O", "O", "O", "H"],
  "xyz": [[0.72973, 1.82962, -0.93789], [-0.51752, 1.29718, -0.50008], [-1.76512, 1.17063, -1.15100], [-2.63623, 1.96474, -0.92641], [1.79331, 1.88005, -1.42030], [-1.78548, 0.24359, -1.92304], [-0.08169, 2.63043, -0.16398], [-1.17665, -0.43355, 0.79112]],
  "e_tot_ev": -11760.937,
  "lumo_ev": [-2.864, -1.654],
  "homo_energy_ev": [-11.693, -11.234],
  "homo_lumo_gap_ev": [8.8285, 9.5799],
  "de_lowest_ev": 8.341
}

{
  "formula": "C26H28N6O2OsP2",
  "method": "ωB97M-V with the def2-TZVPD basis set",
  "elements": ["Os", "N", "N", "C", "N", "N", "N", "O", "O", "H", "H", "H", "H", "H", "C", "N", "P", "C", "C", "C", "C", "C", "C", "C", "C", "C", "C", "C", "C", "P", "C", "C", "C", "C", "C", "C", "C", "C", "C", "C", "C", "C", "H", "H", "H", "H", "H", "H", "H", "H", "H", "H", "H", "H", "H", "H", "H", "H", "H", "H", "H", "H", "H", "H", "H"],
  "xyz": [[-1.65406, 0.45444, 0.89610], [-2.63255, 2.07630, 2.47563], [-3.95865, 2.38674, 2.06911], [-4.56397, 1.64328, 1.12245], [-5.82989, 1.77021, 0.81914], [-3.72027, 0.74459, 0.54165], [-4.13519, -0.43316, 0.04012], [-3.19563, -1.23461, -0.02067], [-5.25275, -0.62400, -0.30413], [-2.65446, 1.69805, 3.43193], [-2.08173, 2.94323, 2.52282], [-4.45261, 3.12629, 2.56350], [-6.44227, 2.42755, 1.28984], [-6.27681, 1.14984, 0.14184], [1.02404, -2.49237, 0.04863], [0.65500, -1.08600, 0.05236], [-0.38942, -0.28999, -1.08821], [0.77822, 0.64330, -2.16089], [0.28293, 1.53113, -3.11823], [1.16474, 2.15960, -3.98375], [2.52130, 1.86145, -3.92213], [3.01192, 0.99163, -2.95609], [2.14334, 0.36599, -2.08047], [-0.97906, -1.50185, -2.33151], [-0.10144, -2.45604, -2.86637], [-0.58832, -3.44428, -3.70622], [-1.92216, -3.41646, -4.08986], [-2.77258, -2.42093, -3.62450], [-2.29402, -1.42825, -2.78333], [0.53428, -0.12611, 1.52220], [1.34528, -1.12918, 2.79742], [2.61654, -1.67121, 2.55838], [3.23085, -2.44817, 3.52167], [2.58809, -2.65141, 4.74029], [1.30634, -2.16378, 4.96093], [0.68909, -1.36651, 4.00864], [1.57270, 1.36922, 1.23034], [0.87953, 2.50995, 0.80961], [1.55077, 3.69977, 0.59798], [2.92302, 3.75867, 0.81129], [3.61348, 2.63242, 1.22022], [2.94315, 1.44008, 1.46041], [2.07084, -2.61682, -0.24176], [0.40281, -3.05583, -0.64700], [0.89646, -2.92081, 1.04405], [-0.77762, 1.71700, -3.20510], [0.79438, 2.84857, -4.72832], [3.19902, 2.27753, -4.65772], [4.07176, 0.78881, -2.89349], [2.52202, -0.31707, -1.33680], [0.96144, -2.41577, -2.67241], [0.08842, -4.19001, -4.09894], [-2.28936, -4.14408, -4.80571], [-3.82037, -2.42442, -3.89715], [-2.95483, -0.64054, -2.46085], [3.11730, -1.50341, 1.61510], [4.21002, -2.86430, 3.33363], [3.12209, -3.16222, 5.53492], [0.77817, -2.41101, 5.87263], [-0.30471, -0.97629, 4.18136], [-0.21016, 2.46188, 0.64812], [1.01155, 4.58210, 0.28564], [3.45401, 4.69355, 0.68813], [4.68102, 2.67577, 1.38174], [3.49894, 0.59798, 1.84174]],
  "multiplicity": 5,
  "e_tot_ev": -61448.599,
  "lumo_ev": [-12.031, -15.615],
  "s2": 6.05,
  "homo_energy_ev": [-19.558, -19.472],
  "total_charge": 4,
  "homo_lumo_gap_ev": [7.5275, 3.8575]
}

{
  "formula": "C2H5FO",
  "method": "ωB97M-V with the def2-TZVPD basis set",
  "elements": ["C", "C", "O", "H", "H", "H", "H", "F", "H"],
  "xyz": [[-1.23598, 0.49378, -0.37974], [-0.23792, -0.57634, -0.76079], [0.93535, -0.36191, -0.74858], [-2.30446, 0.28458, -0.84866], [-1.24211, 0.49962, 0.78129], [-0.74334, 1.34893, -0.69538], [-0.55042, -1.55521, -1.10645], [2.79945, -0.08587, 2.33535], [2.57942, -0.04757, 1.42296]],
  "e_tot_ev": -6919.298,
  "lumo_ev": 0.891,
  "homo_energy_ev": -10.274,
  "homo_lumo_gap_ev": 11.1649,
  "de_lowest_ev": 0.312
}

{
  "formula": "C3H5N3",
  "method": "ωB97M-V with the def2-TZVPD basis set",
  "elements": ["H", "N", "C", "C", "N", "C", "N", "H", "H", "H", "H"],
  "xyz": [[1.40683, -1.73930, -1.31751], [1.24282, -1.59516, -0.32367], [0.45880, -0.61769, -0.12248], [-0.21949, 0.42744, -1.00292], [-1.14470, 1.16894, -0.14286], [-0.86970, 0.78844, 1.04371], [0.09407, -0.19685, 1.15129], [0.59061, 1.10422, -1.30185], [-0.70397, 0.06163, -1.91194], [-1.34778, 1.18132, 1.93733], [0.49252, -0.58301, 1.99090]],
  "e_tot_ev": -7662.032,
  "lumo_ev": 0.931,
  "homo_energy_ev": -9.045,
  "homo_lumo_gap_ev": 9.9767,
  "de_lowest_ev": 0.423
}

{
  "formula": "CH2F2O2",
  "method": "ωB97M-V with the def2-TZVPD basis set",
  "elements": ["O", "C", "F", "F", "O", "H", "H"],
  "xyz": [[-1.40440, 0.60865, 0.85306], [-1.00007, -0.35628, 0.36776], [-0.15516, -1.17771, 1.00519], [-1.38621, -0.98123, -0.71690], [1.37878, 0.32488, -0.72861], [1.55351, 0.49081, 0.30152], [1.01356, 1.09089, -1.08202]],
  "e_tot_ev": -10599.228,
  "lumo_ev": 0.543,
  "homo_energy_ev": -12.107,
  "homo_lumo_gap_ev": 12.6498,
  "de_lowest_ev": 0.926
}

{
  "formula": "C5H7NO",
  "method": "ωB97M-V with the def2-TZVPD basis set",
  "elements": ["C", "C", "O", "C", "C", "C", "N", "H", "H", "H", "H", "H", "H", "H"],
  "xyz": [[-0.85959, -1.10071, 1.46138], [-0.34792, 0.16068, 0.79462], [-0.27747, 1.22509, 1.35748], [0.14636, 0.01844, -0.66516], [0.24430, 1.36415, -1.38614], [1.43565, -0.66848, -0.47134], [2.40226, -1.21850, -0.14385], [-1.86464, -0.89442, 1.84072], [-0.23175, -1.36272, 2.31894], [-0.89163, -1.95845, 0.78253], [-0.52387, -0.66631, -1.20131], [0.66956, 2.11574, -0.71752], [0.85350, 1.28338, -2.28914], [-0.75473, 1.70211, -1.68120]],
  "e_tot_ev": -8835.597,
  "lumo_ev": 0.645,
  "homo_energy_ev": -10.292,
  "homo_lumo_gap_ev": 10.9367,
  "de_lowest_ev": 0.606
}

{
  "formula": "C2H8S2Si",
  "method": "ωB97M-V with the def2-TZVPD basis set",
  "elements": ["C", "C", "Si", "S", "S", "H", "H", "H", "H", "H", "H", "H", "H"],
  "xyz": [[2.20343, -1.58800, -0.95300], [1.37107, 0.71945, 0.69738], [-2.82301, 0.56345, 0.94781], [1.38641, 1.57018, -0.78594], [1.90292, -0.92928, 0.72088], [2.91790, -1.02046, -1.47929], [1.22608, -1.31801, -1.52012], [2.53509, -2.57869, -1.01960], [-2.35025, 1.91616, 1.05499], [-1.64304, -0.51651, 1.18213], [-3.65452, 0.45218, -0.43155], [-3.90677, 0.06999, 1.93887], [0.83470, 2.65953, -0.35255]],
  "multiplicity": 3,
  "e_tot_ev": -31745.934,
  "lumo_ev": [0.576, -1.776],
  "s2": 2.01,
  "homo_energy_ev": [-6.697, -9.167],
  "homo_lumo_gap_ev": [7.2729, 7.3909],
  "de_lowest_ev": 0.018
}